# 1
Molecular formula: C5H9NO
Method: DFT, wB97M-V/def2-TZVPD

DFT total energy, a.u.: -325.882736
Gap between HOMO and LUMO, eV: 10.69
Lowest unoccupied orbital energy, eV: 1.1
Net charge: 0

Each line ends with the Löwdin charge.
Positions of all 16 atoms, in Å:
H: -0.3000 1.8916 2.5598  0.1185
C: -1.4337 0.7484 1.0324  -0.1623
H: -1.4994 -0.1111 1.7131  0.1183
C: -1.2917 0.2401 -0.3987  -0.2520
H: 2.7803 -1.1449 -0.5320  0.0754
H: 0.9423 0.2366 -1.6227  0.1203
H: 1.5990 -2.4435 -0.2103  0.0734
H: 2.1383 -2.0909 -1.8782  0.0719
N: -0.3173 -0.8346 -0.3786  0.0212
O: 0.6243 1.9800 0.7730  0.0423
C: 0.7652 -0.6625 -1.0123  -0.2339
C: 1.8836 -1.6519 -0.9074  -0.0766
H: -2.2544 -0.1604 -0.7360  0.1123
C: -0.2761 1.6039 1.4859  -0.2586
H: -2.3535 1.3308 1.1792  0.1185
H: -1.0069 1.0682 -1.0672  0.1114


# 2
Molecular formula: C17H20IrN4O2
Method: DFT, wB97M-V/def2-TZVPD

DFT total energy, a.u.: -1131.628398
Gap between HOMO and LUMO (alpha / beta), eV: 5.92 / 4.21
Multiplicity: 6
Lowest unoccupied orbital energy (alpha / beta), eV: -14.2 / -18.5
Net charge: +4

Each line ends with the Mulliken spin population.
Positions of all 44 atoms, in Å:
Ir: 0.5543 -0.3249 0.1174  1.7576
H: -1.3469 0.1748 6.1188  0.0003
H: 1.1340 -2.1757 -3.1823  0.0030
H: 0.1699 1.2904 4.4984  0.0090
H: -3.8574 -2.8958 0.5247  0.0058
C: 0.3381 3.0509 -0.3500  0.0580
H: 2.5026 -0.0654 -3.1739  0.0008
O: 0.2746 -2.7752 1.9243  0.0418
H: 0.9880 4.9048 -1.0801  0.0031
H: -0.9211 -0.9938 4.8473  0.0004
C: 0.6631 -1.2060 -3.0336  0.2673
C: -0.8637 1.0895 4.1885  0.0020
N: 1.9723 -1.2832 -0.8430  0.1586
H: -4.1701 -2.5330 -1.2060  0.0046
C: 2.9060 -1.8607 -1.2346  0.1072
C: 0.8057 1.1941 -2.8819  0.2869
H: 0.8625 4.7661 0.7103  0.0066
C: 1.4242 -0.0311 -3.0308  0.2788
H: 4.8453 -2.2367 -1.8982  0.0060
C: 1.9265 0.4460 1.1583  0.2030
C: 0.4006 -1.8632 1.2121  0.2088
C: -0.5853 1.2572 -2.7096  0.3188
C: 4.1232 -2.6488 -1.1791  0.0061
C: -0.8554 0.8237 2.7654  0.1214
C: -1.4494 -0.0518 5.0486  0.0017
H: 4.5558 -2.6224 -0.1615  0.0164
O: 2.7260 0.9460 1.8481  0.0320
C: -0.7093 -1.1454 -2.8825  0.3018
H: -2.4228 0.1621 -2.5902  -0.0001
H: -1.3020 -2.0622 -2.9054  0.0006
N: -0.9812 0.7035 1.6069  0.0741
N: 0.2854 1.8923 -0.3572  0.1610
C: -3.8869 -2.0977 -0.2348  -0.0003
H: 3.8911 -3.6878 -1.4611  -0.0012
C: -1.3369 0.0966 -2.7090  0.3239
H: 1.3966 2.1112 -2.9048  0.0010
H: -2.5181 -0.1857 4.8323  0.0000
H: -0.6308 4.9021 -0.2923  0.0012
C: -2.5898 -1.4812 -0.3289  0.0534
H: -1.4402 2.0081 4.3582  0.0100
N: -1.5502 -0.9612 -0.3471  0.1667
H: -1.0891 2.2200 -2.5895  0.0001
C: 0.3915 4.4902 -0.2496  0.0010
H: -4.6310 -1.3404 0.0576  0.0004


# 3
Molecular formula: C3H5ClS
Method: DFT, wB97M-V/def2-TZVPD

DFT total energy, a.u.: -975.648528
Gap between HOMO and LUMO, eV: 8.60
Lowest unoccupied orbital energy, eV: -0.4
Net charge: 0

Each line ends with the Löwdin charge.
Positions of all 10 atoms, in Å:
C: -0.3171 1.1976 -0.1463  -0.1756
Cl: 2.1522 -0.5308 -0.4487  0.4892
H: -0.5690 1.6938 -1.0439  0.0864
C: 0.5334 -1.1061 0.2780  -0.5074
H: -0.9732 1.6895 0.5567  0.0928
H: 0.5516 -2.1310 -0.1946  0.0726
H: 0.6877 1.2899 0.2244  0.0352
C: -0.6390 -0.1866 -0.1689  -0.9370
H: 0.6385 -1.0813 1.3464  0.0705
S: -2.0651 -0.8351 -0.4031  0.7733


# 4
Molecular formula: C28H28F5N2NaO5PS2
Method: DFT, wB97M-V/def2-TZVPD

DFT total energy, a.u.: -3369.033890
Gap between HOMO and LUMO, eV: 6.47
Lowest unoccupied orbital energy, eV: 2.0
Net charge: -1

Each line ends with the Löwdin charge.
Positions of all 72 atoms, in Å:
C: -0.0037 -2.3803 1.7715  -0.1379
O: 1.4152 0.4068 5.0467  -0.3250
H: 1.1683 -1.7379 -2.3741  0.1203
H: -0.7878 -5.5601 0.8375  0.1107
H: 0.5184 2.1047 -4.1133  0.1094
H: -4.2715 -0.4804 -4.4014  0.0769
C: -0.2682 2.7404 -3.7154  -0.2608
O: 3.0708 0.4022 3.2296  -0.3195
C: -0.0904 2.6516 3.4584  -0.0580
N: -0.6574 -1.7010 0.7791  0.1036
H: 3.2626 2.8530 3.0495  0.1159
C: -1.3763 2.9561 -4.7225  -0.0741
H: -1.4276 4.3185 3.6042  0.1139
O: 0.3199 0.0076 -3.0551  -0.3201
C: -0.6553 4.7513 0.2194  -0.1626
P: -0.8646 0.6152 -2.1259  0.8613
H: -0.8646 1.9023 3.5691  0.1193
H: -5.4219 0.3547 -3.3402  0.0746
C: 1.9212 4.5424 3.2024  -0.0330
H: 0.6549 -5.5782 2.8486  0.0978
H: 1.0465 6.9891 3.9710  0.0769
C: -1.4162 -3.7738 -0.1478  -0.0664
C: -0.3954 4.0032 3.4853  -0.0496
F: 1.7815 7.0853 -1.0196  0.0969
C: 1.3277 -3.7676 3.7845  -0.0889
C: 1.3434 3.4885 -0.4520  -0.5917
C: -1.3289 -2.3697 -0.1236  -0.1580
H: -1.9895 -4.2711 -0.9204  0.0969
C: 1.2052 5.9268 -0.6563  -0.1524
C: -4.3940 0.3550 -3.7100  -0.0815
C: 1.2333 2.2532 3.3159  -0.2873
C: -3.4274 0.2204 -2.5586  -0.3278
C: 0.6639 -4.4946 2.8357  -0.0794
C: 0.5003 -1.4050 -3.1720  -0.3018
H: 0.1830 3.6852 -3.4163  0.1169
H: 1.8644 -1.8438 4.5678  0.0895
C: 0.0552 3.5775 0.0777  -0.2437
H: 0.1945 6.8639 2.4377  0.0653
C: -0.0813 5.9450 -0.1566  -0.1709
Na: 0.4072 0.5335 0.6735  0.1509
N: 0.6906 -0.2388 2.6822  -0.1705
C: 2.2421 3.1928 3.1761  -0.0414
H: -3.4887 1.1007 -1.9112  0.1103
H: -1.8073 2.0014 -5.0289  0.0642
S: 2.1761 1.9918 -0.7220  0.6196
H: 0.4195 -1.3644 -5.3155  0.0772
S: 1.6904 0.5730 3.6299  0.5796
C: 1.8868 4.7333 -0.7960  -0.2518
C: 0.2723 6.4357 3.4375  -0.0396
F: -1.9075 4.7448 0.7038  0.1041
C: 0.6057 4.9660 3.3779  -0.2740
H: 1.8554 -4.2841 4.5787  0.1002
H: 2.0478 -1.1723 -4.6411  0.0802
F: -0.5869 2.4414 0.4440  0.0071
O: -0.7761 2.1691 -2.5020  -0.3122
C: 0.7119 -1.6195 2.7782  -0.2536
H: 1.2724 -2.7695 -4.6396  0.0750
H: -0.4561 -1.9214 -3.0578  0.0990
H: 2.7090 5.2818 3.1021  0.1144
H: -4.2200 1.2834 -4.2557  0.0683
H: -3.6838 -0.6520 -1.9503  0.1025
F: 3.1199 4.7992 -1.3185  0.0654
C: -0.7577 -4.4753 0.8174  -0.0287
F: -0.7549 7.1029 -0.0326  0.0898
H: -0.9772 3.4608 -5.6062  0.0745
H: -1.8321 -1.7782 -0.8855  0.0695
C: -0.0232 -3.7995 1.8191  -0.1705
O: -2.1079 0.0712 -3.0836  -0.3176
C: 1.3473 -2.3637 3.7745  -0.0294
H: -2.1666 3.5775 -4.2961  0.0785
H: -0.6807 6.6035 3.9414  0.0768
C: 1.0974 -1.6964 -4.5272  -0.0734